[1]
Entry from OMol25: a cluster of 9 separate species, C30H45N3O18 in total at a distorted geometry (ωB97M-V/def2-TZVPD).

```
96
Properties=species:S:1:pos:R:3:mulliken_charge:R:1
C 4.25661 1.42667 2.16956 0.059
C 5.24195 2.55215 2.39802 -0.312
O 6.27458 1.89010 3.18948 -0.321
C 5.77337 0.66106 3.63654 0.480
O 6.26438 -0.02911 4.48251 -0.506
O 4.77274 0.22775 2.84418 -0.240
H 4.06284 1.17860 1.12600 0.149
H 3.30193 1.70944 2.61311 0.050
H 4.83414 3.40086 2.94710 0.245
H 5.55203 3.04161 1.47478 0.309
C -4.18981 -3.41217 2.94845 -1.507
C -3.30527 -2.69074 1.96386 0.732
O -4.28856 -1.89522 1.31909 -0.167
C -5.49691 -2.19581 1.71978 0.002
O -6.41867 -1.63416 1.18348 -0.489
O -5.50378 -3.22856 2.47571 0.226
H -4.13900 -2.89970 3.90912 0.635
H -4.02085 -4.48350 3.05713 0.385
H -2.85943 -3.45217 1.32390 0.342
H -2.69268 -1.98973 2.53080 -0.449
C -5.01039 1.25804 0.27840 -0.309
C -3.52400 1.18230 0.53026 0.104
O -3.09381 2.43495 0.08567 -0.073
C -4.05231 2.92557 -0.67746 0.666
O -3.89135 3.90092 -1.50611 -0.658
O -5.18900 2.24384 -0.55357 -0.206
H -5.43505 1.40290 1.27177 0.257
H -5.51730 0.36506 -0.08729 0.249
H -2.83543 0.49708 0.03584 -0.187
H -3.32578 1.01740 1.58932 0.162
C -1.63497 -1.13443 -5.36959 -0.437
C -0.27305 -0.56200 -5.33394 0.546
O 0.30150 -1.00482 -6.47001 -0.428
C -0.54830 -1.88901 -7.14413 0.565
O -0.33229 -2.35659 -8.23301 -0.567
O -1.60159 -2.08921 -6.37609 -0.334
H -2.37509 -0.35774 -5.56213 0.223
H -1.88597 -1.56483 -4.40013 0.310
H 0.26362 -0.81557 -4.41974 0.177
H -0.54355 0.49389 -5.32777 -0.161
C -1.21591 4.08806 -3.68168 -0.129
C -0.17037 3.61754 -2.69573 0.242
O 0.91485 3.14860 -3.42047 -0.313
C 0.45746 2.77162 -4.66030 0.698
O 1.15680 2.30342 -5.53401 -0.559
O -0.85172 3.21630 -4.83809 -0.373
H -1.14944 5.16650 -3.82540 0.232
H -2.24046 3.91144 -3.35428 0.150
H -0.67872 2.85999 -2.09924 -0.293
H 0.23384 4.44556 -2.11340 0.387
C 4.91735 -1.45168 -4.83742 -0.376
C 3.69955 -0.57214 -4.80656 -0.120
O 3.47433 -0.45770 -3.43726 -0.197
C 3.81870 -1.60900 -2.85990 0.611
O 3.43311 -2.05749 -1.73311 -0.555
O 4.54050 -2.23414 -3.72219 -0.385
H 5.94972 -1.17029 -4.62973 0.297
H 4.79178 -2.02456 -5.75620 0.288
H 2.81124 -0.90728 -5.34197 0.106
H 4.06062 0.38990 -5.17015 0.279
C -1.23898 3.13929 3.38787 -1.409
C -1.32071 4.42913 2.52321 -0.069
C -1.03111 5.75533 3.29889 -0.457
C 0.07552 6.55060 2.63737 0.147
N 0.82903 7.16986 2.04971 -0.427
H -1.98593 3.15539 4.18153 0.293
H -0.28974 2.99728 3.90448 0.549
H -1.36449 2.31260 2.68864 0.102
H -2.31872 4.27818 2.11178 0.044
H -0.68770 4.37733 1.63737 0.296
H -0.60731 5.40316 4.23935 0.255
H -1.96281 6.29251 3.47626 0.414
C -0.08879 -0.67812 2.08169 -0.500
C 1.10511 -0.90876 1.14876 0.120
C 1.19528 -0.02132 -0.11414 0.372
C 0.12082 0.18017 -1.18584 -0.164
N -0.69489 0.27936 -2.01050 -0.410
H 0.07239 0.19103 2.71943 -0.473
H -0.15640 -1.36018 2.92924 0.651
H -1.01799 -0.68014 1.51189 -0.376
H 1.24277 -1.95655 0.88176 0.233
H 2.09264 -0.76589 1.58746 0.160
H 2.05120 -0.39155 -0.67845 -0.130
H 1.31298 1.02561 0.16547 0.237
C 0.64445 -7.06633 3.18097 -1.209
C 0.12796 -5.67539 3.02281 -0.310
C 1.14578 -4.63307 3.47542 0.746
C 1.60620 -4.60932 4.86173 -0.056
N 2.00303 -4.66606 5.94701 -0.405
H 1.70294 -7.16081 2.93855 0.324
H 0.12401 -7.68612 2.45084 0.375
H 0.51151 -7.39812 4.21070 0.340
H -0.80992 -5.51430 3.55434 0.102
H -0.08514 -5.44097 1.97986 0.402
H 0.80014 -3.63508 3.20586 -0.552
H 2.02819 -4.84850 2.87289 0.273
```

Calculated values
- E_HOMO (alpha / beta) (eV) = -0.166 / -8.829
- net charge = -1
- 2S+1 = 2
- LUMO level (alpha / beta) (eV) = 1.811 / 1.719

***

[2]
Entry from OMol25: a structure of composition C30H45N5O9 at a distorted geometry (ωB97M-V/def2-TZVPD).

```
89
Properties=species:S:1:pos:R:3:mulliken_charge:R:1
N -0.56123 -0.99194 -0.05044 -0.143
C 0.12953 -0.18555 0.82240 0.186
C 1.34627 0.42529 0.48868 0.207
C 1.81522 0.33757 -0.83581 -0.307
C 1.05477 -0.42289 -1.77899 -1.083
C -0.08674 -1.07694 -1.31942 0.205
H -0.15060 -0.06596 1.85855 -0.330
H 1.97544 1.06541 1.08934 1.013
H 2.76539 0.82864 -0.98557 0.892
H 1.37502 -0.41246 -2.81037 0.120
H -0.77544 -1.60230 -1.96448 -0.313
C -2.62983 0.89261 -1.45673 -0.092
C -1.73555 0.91940 -0.30089 0.921
O -1.92650 2.27414 0.26520 -0.444
C -2.67533 3.03911 -0.59010 0.537
O -2.91198 4.23093 -0.49706 -0.608
O -2.89768 2.22967 -1.63083 -0.476
H -3.55850 0.32413 -1.40658 0.136
H -2.15302 0.53920 -2.37097 0.599
H -0.73215 0.61671 -0.60034 -0.322
H -1.85707 0.27324 0.56849 0.223
C 0.30067 -3.19027 0.29305 -0.335
C 0.47485 -4.58403 -0.19991 -0.804
O 1.66527 -4.97208 0.42381 -0.326
C 2.33516 -3.95097 0.89989 0.587
O 3.55261 -3.95625 1.28082 -0.686
O 1.47048 -2.93499 0.97255 -0.190
H -0.50076 -3.07349 1.02256 1.113
H -0.05151 -2.46470 -0.44018 -0.827
H 0.53824 -4.46531 -1.28157 0.343
H -0.37497 -5.19508 0.10428 0.403
C -2.61026 -2.62692 -2.23898 -0.072
C -2.00162 -1.41078 -2.98946 0.860
O -3.08759 -0.84355 -3.68704 -0.444
C -4.16071 -1.11161 -3.05570 0.699
O -5.22490 -0.46014 -3.23413 -0.602
O -3.92721 -2.08351 -2.11397 -0.399
H -2.07518 -2.87013 -1.32104 0.176
H -2.59207 -3.42222 -2.98413 0.333
H -1.21127 -1.69600 -3.68379 0.597
H -1.68576 -0.62169 -2.30705 -1.274
C 0.55902 4.27321 -2.33342 -0.892
C 1.07726 3.21971 -3.27572 -0.718
C 1.01274 1.76463 -2.75697 0.752
C 2.00241 0.85003 -3.32238 -0.456
N 2.80654 0.09410 -3.73261 -0.771
H 0.33676 5.19649 -2.86843 0.507
H 1.38064 4.47700 -1.64675 0.099
H -0.34156 3.87407 -1.86679 0.183
H 2.10422 3.39277 -3.59743 0.485
H 0.51080 3.16278 -4.20523 0.423
H -0.00532 1.39520 -2.88021 0.133
H 1.14816 1.83562 -1.67775 0.094
C -1.82432 -0.09990 6.88235 -1.438
C -1.34866 0.07566 5.43161 0.049
C -2.16901 -0.62542 4.32211 -1.009
C -1.25309 -0.91932 3.11380 0.853
N -0.56993 -1.12315 2.15730 -0.116
H -1.25114 0.53687 7.55622 0.372
H -1.72378 -1.12741 7.23194 0.364
H -2.90073 0.01968 7.00539 0.335
H -0.43188 -0.50532 5.53195 0.357
H -1.06460 1.08425 5.13136 -0.086
H -2.96186 -0.04329 3.85240 0.414
H -2.78795 -1.47970 4.59634 0.401
C 0.01882 2.95931 3.38413 -1.737
C -0.39010 2.54892 1.96359 0.113
C -0.21955 3.52142 0.77609 2.036
C 1.16770 4.08607 0.57924 -0.010
N 2.23360 4.50368 0.30961 -0.813
H 0.94089 3.53408 3.47085 0.369
H -0.00662 2.29355 4.24681 0.262
H -0.72220 3.68054 3.72882 0.481
H -1.35285 2.05294 1.84031 0.757
H 0.16852 1.61911 1.85650 -0.817
H -0.88464 4.38448 0.80575 0.741
H -0.41535 3.06367 -0.19356 -2.128
C 3.13343 -3.22066 -2.18206 -1.953
C 2.92340 -1.98695 -1.46023 1.211
C 3.93729 -1.71293 -0.33020 -0.626
C 3.69809 -0.46417 0.36061 0.091
N 3.47132 0.53091 0.89573 -0.664
H 4.04615 -3.75145 -1.91132 0.362
H 3.20546 -3.04835 -3.25594 0.379
H 2.33064 -3.88404 -1.86027 0.281
H 1.93633 -2.12839 -1.02003 -0.316
H 2.96670 -1.12493 -2.12595 0.436
H 4.91511 -1.45908 -0.73948 0.515
H 3.94965 -2.63062 0.25786 0.621
```

Calculated values
- E_HOMO (eV) = -8.207
- relative energy (zero: lowest compared OMol25 entry of this formula, charge and spin) (kcal/mol) = 499.56
- LUMO level (eV) = -0.359